# C50H81AsMoN2P2Si7

A molecular structure, C50H81AsMoN2P2Si7 in a non-equilibrium geometry (ωB97M-V/def2-TZVPD, the OMol25 dataset).

Structure (XYZ):
```
144
Properties=species:S:1:pos:R:3:forces:R:3
Mo -0.652631 -0.379737 0.450360 3.332 -0.533 -1.588
C -0.952731 4.149563 -2.153440 0.664 -0.093 0.240
Si 0.826569 3.794163 -1.551440 -0.647 0.619 -0.448
C 1.282369 5.258263 -0.400540 -0.066 -0.637 -0.206
C 1.953369 3.978863 -3.082140 -0.337 -0.229 0.594
N 0.734369 2.205063 -0.838540 1.182 -0.095 -0.083
P 2.059369 1.382063 -0.466540 -0.682 1.881 -0.289
C 1.308569 -0.138937 0.109460 -0.772 -0.963 0.734
P 1.774569 -1.792637 -0.331340 0.450 -0.753 -0.207
N 0.244369 -2.246737 -0.654140 -0.361 0.948 0.799
Si 0.066969 -3.908037 -1.310940 -0.644 -1.073 -0.367
C -0.828131 -3.692837 -2.996040 0.247 -0.190 0.709
C 1.685869 -4.867337 -1.660840 -0.212 0.708 0.082
C -0.781531 -5.082437 -0.062740 0.224 0.502 -0.512
C 2.999369 -1.848137 -1.663540 -0.293 0.132 0.425
C 2.748069 -2.250537 -2.966840 -0.025 0.024 0.165
C 3.797969 -2.345037 -3.864340 -0.066 -0.172 -0.040
C 5.085269 -2.016537 -3.472840 -0.045 -0.095 0.099
C 5.319369 -1.528937 -2.196240 0.072 -0.159 0.098
C 4.277369 -1.436937 -1.295740 -0.092 -0.215 -0.061
C 2.430169 -2.977237 0.910560 -0.207 0.378 -0.147
C 3.746169 -3.423537 0.996460 0.106 0.088 0.025
C 4.071369 -4.449737 1.867960 0.155 0.010 -0.073
C 3.101369 -5.051637 2.651460 -0.091 0.091 -0.003
C 1.790669 -4.609537 2.573260 0.003 -0.087 0.023
C 1.464069 -3.584637 1.707860 -0.118 0.152 -0.113
C 3.068869 2.190063 0.819360 -0.269 -0.636 -0.090
C 3.106569 1.687763 2.110060 0.021 -0.085 -0.096
C 3.858969 2.319463 3.086260 0.006 0.000 0.109
C 4.592069 3.449963 2.766960 -0.020 -0.087 -0.002
C 4.551169 3.960463 1.478160 -0.044 0.096 -0.082
C 3.779069 3.347863 0.508460 0.002 -0.042 -0.012
C 3.257469 1.225463 -1.848440 -0.339 -0.074 0.438
C 2.771869 0.881563 -3.104140 0.022 0.089 0.004
C 3.614169 0.841463 -4.199640 -0.104 0.096 -0.005
C 4.954069 1.161463 -4.057040 -0.075 0.141 0.037
C 5.447369 1.493163 -2.807040 0.022 0.195 -0.053
C 4.611769 1.512363 -1.705340 0.061 0.143 0.055
H -1.137131 5.218363 -2.134740 -0.105 0.260 -0.009
H -1.707131 3.654263 -1.539540 0.028 0.027 0.020
H -1.069631 3.825063 -3.181040 -0.073 -0.128 -0.243
H 1.799969 6.011763 -0.987640 0.078 0.131 -0.160
H 1.940069 4.988263 0.419160 0.040 0.033 0.131
H 0.402369 5.735463 0.020060 -0.214 0.027 0.090
H 1.849669 4.985763 -3.476740 -0.085 0.236 0.019
H 1.699969 3.291363 -3.884340 -0.079 -0.144 -0.073
H 3.002869 3.827063 -2.845140 0.210 -0.002 0.003
H -0.248031 -4.184237 -3.771340 0.158 -0.122 -0.121
H -0.964131 -2.658837 -3.301640 0.053 0.178 0.085
H -1.801931 -4.170537 -2.998740 -0.247 -0.086 0.012
H 2.248269 -4.517437 -2.518040 0.012 -0.038 -0.076
H 1.421369 -5.902437 -1.859540 -0.332 -0.164 0.033
H 2.357169 -4.869837 -0.807640 0.070 -0.097 0.112
H -1.289931 -4.607837 0.766360 -0.110 0.137 0.145
H -0.036231 -5.751137 0.356660 0.217 -0.038 0.026
H -1.502731 -5.702337 -0.582240 -0.228 -0.157 -0.160
H 1.740269 -2.490437 -3.268840 -0.111 -0.051 -0.118
H 3.614069 -2.680737 -4.872640 -0.045 -0.041 -0.123
H 5.907169 -2.117537 -4.166140 0.031 0.022 -0.083
H 6.307769 -1.215137 -1.897840 0.109 0.000 -0.029
H 4.440169 -1.030837 -0.303140 0.148 0.027 0.003
H 4.526069 -3.005637 0.379760 -0.015 -0.062 0.016
H 5.093169 -4.794137 1.917160 0.088 -0.019 0.010
H 3.366169 -5.858637 3.315260 0.030 -0.106 0.082
H 1.019369 -5.066937 3.174060 -0.104 -0.037 0.073
H 0.437969 -3.252137 1.638860 -0.052 -0.104 0.069
H 2.553169 0.787363 2.328960 -0.021 -0.020 0.167
H 3.881069 1.927763 4.091060 0.026 -0.076 0.119
H 5.206069 3.926663 3.514260 0.038 0.072 0.103
H 5.124769 4.837663 1.222660 0.042 0.120 0.003
H 3.745569 3.759763 -0.491440 0.048 0.026 -0.021
H 1.725269 0.651263 -3.214440 -0.043 -0.044 -0.102
H 3.220869 0.561363 -5.164840 -0.031 -0.016 -0.117
H 5.607469 1.138763 -4.915640 0.089 0.019 -0.071
H 6.491869 1.727063 -2.684540 0.177 0.055 0.022
H 5.029469 1.746363 -0.738040 0.033 -0.042 0.008
C 1.698269 -1.180637 3.514560 -0.295 0.250 -0.630
Si -0.122831 -0.724737 3.021760 0.453 -0.866 1.851
C -0.410931 0.574663 4.424360 -0.326 0.090 -0.927
C -1.167031 -2.264037 3.491260 0.063 0.536 -0.506
C -0.972731 -2.781437 4.768660 0.097 0.152 0.141
C -1.699331 -3.861937 5.229660 -0.009 -0.011 0.079
C -2.644831 -4.448437 4.407160 -0.023 0.012 0.025
C -2.862731 -3.933337 3.143360 -0.066 -0.095 -0.139
C -2.132231 -2.849737 2.661960 0.382 0.264 -0.560
Si -2.608831 -2.066737 0.980160 -1.718 -0.621 1.127
C -3.455231 -3.365937 -0.169440 0.752 0.491 0.054
C -4.211731 -1.146337 1.588960 0.741 0.142 -0.257
H 1.719269 -2.153037 3.997860 -0.157 -0.150 0.018
H 2.100669 -0.462037 4.224360 -0.112 0.235 0.051
H 2.384369 -1.238437 2.673760 0.079 -0.026 0.076
H -0.197131 0.078763 5.367360 0.105 -0.413 -0.014
H -1.413431 0.971263 4.505060 -0.229 0.055 -0.052
H 0.279669 1.409263 4.355060 0.141 0.095 -0.131
H -0.255531 -2.318337 5.429960 0.156 0.014 0.132
H -1.548731 -4.227137 6.233560 0.068 -0.081 0.088
H -3.217831 -5.292337 4.756460 -0.102 -0.096 0.032
H -3.631731 -4.382337 2.534260 -0.104 -0.117 -0.125
H -3.627631 -4.279437 0.388860 0.084 -0.140 0.209
H -2.866331 -3.632637 -1.037340 0.037 -0.094 -0.211
H -4.425631 -3.016237 -0.508540 -0.033 0.260 -0.006
H -4.844731 -1.869037 2.094760 -0.032 -0.317 0.084
H -4.786331 -0.719137 0.770660 -0.022 0.050 -0.190
H -3.990231 -0.354337 2.301660 0.045 0.068 0.066
C -6.149731 0.873463 -1.375140 0.952 0.098 0.463
Si -5.101331 1.981663 -0.201440 -1.191 0.204 -0.204
C -6.090331 2.066563 1.441960 0.879 -0.046 -0.444
C -4.893131 3.716463 -1.001040 0.309 -0.847 0.432
As -2.409331 1.274263 0.021560 -2.152 1.377 -0.611
Si -2.474131 0.824663 -2.436040 0.051 -0.719 -1.214
C -3.412931 -0.845337 -2.407640 0.411 0.702 0.335
C -3.388331 2.024863 -3.616740 0.253 -0.082 0.880
C -0.723731 0.484263 -3.086240 -0.521 0.275 0.489
Si -1.939531 3.181063 1.589960 0.191 0.335 1.390
C -2.498531 4.979563 1.249460 0.186 -0.956 -0.439
C -3.016931 2.553363 3.055260 0.392 -0.042 -0.921
C -0.101331 3.059863 2.074260 -0.713 -0.008 -0.454
H -7.091631 1.388763 -1.548740 -0.093 0.355 0.146
H -6.399631 -0.091237 -0.945640 0.037 -0.150 0.180
H -5.703231 0.696463 -2.345440 0.106 -0.002 -0.123
H -7.150231 2.050763 1.200260 -0.132 -0.046 -0.342
H -5.910931 2.985263 1.989460 0.118 0.164 0.024
H -5.904631 1.231863 2.108360 0.092 -0.166 0.063
H -5.431131 4.467163 -0.433740 -0.111 0.055 0.326
H -5.298631 3.738763 -2.005540 -0.048 -0.228 -0.236
H -3.852431 4.019463 -1.052840 0.144 0.129 -0.052
H -4.080231 -0.916937 -1.554940 -0.142 -0.069 0.088
H -2.714731 -1.675937 -2.357140 0.167 -0.057 0.081
H -4.006831 -0.981437 -3.306040 -0.092 0.125 -0.239
H -4.465731 1.908563 -3.584140 -0.148 -0.096 0.098
H -3.078731 1.798563 -4.633940 0.232 -0.232 -0.100
H -3.164531 3.070063 -3.440940 0.074 0.155 0.046
H -0.203231 -0.256037 -2.466740 -0.057 0.111 -0.055
H -0.159031 1.410663 -3.076740 0.106 0.044 0.050
H -0.754731 0.111363 -4.106740 -0.252 -0.111 -0.206
H -3.579031 5.082163 1.271060 -0.147 -0.093 -0.018
H -2.131731 5.379863 0.311460 0.076 0.071 -0.200
H -2.101631 5.605763 2.044660 0.205 -0.086 0.262
H -4.042631 2.887763 2.965360 -0.177 0.055 -0.080
H -2.641131 2.936863 3.998060 0.243 0.160 0.117
H -3.021431 1.465263 3.109660 -0.024 -0.034 0.056
H 0.512269 3.681163 1.436060 0.103 0.022 -0.184
H 0.270869 2.037863 1.985260 0.007 0.019 0.037
H 0.046869 3.393763 3.096160 -0.187 0.074 0.269
```
Forces are in eV/Å.

Net charge   +2
ΔE to the lowest compared entry with this formula, charge and spin   113.4 kcal/mol
Orbital gap (alpha / beta)   5.907 / 5.909 eV